# 1
C39H28ClCo2O7PS | the ωB97M-V functional and the def2-TZVPD basis

Atoms and positions in Å:
H  -4.5916  -2.8973  3.6091
C  2.4911  -0.8065  -4.4480
C  -5.9148  3.7956  3.0883
S  -4.1612  3.7700  3.5351
C  -0.2331  -1.1694  -1.9405
O  1.6764  -4.1548  -2.9418
C  1.4032  -3.3610  -2.1375
H  -5.5267  -1.1686  2.0733
C  -7.9404  2.6070  2.5484
H  4.7621  0.6944  -0.1104
C  -4.0637  -2.6446  2.6884
H  0.5821  0.9191  -0.9309
C  0.7297  -1.4682  2.8589
C  2.8314  -1.1324  -5.7659
C  -6.5518  5.0150  2.8718
H  -6.0820  1.6478  3.1169
C  3.6898  1.7954  -2.0030
H  7.0842  -2.4661  1.6736
H  -2.4735  -4.0795  3.0040
H  -8.4723  1.6627  2.4259
H  6.5768  -0.0331  1.4086
H  4.4170  3.8199  -2.1639
C  6.2858  -2.1394  1.0015
C  5.9923  -0.7809  0.8685
H  0.3702  3.3777  -0.7202
C  -2.8912  -3.3037  2.3600
P  2.7476  -0.8481  -1.6834
C  5.5695  -3.0819  0.2590
O  -1.3948  0.5476  0.8855
H  -4.3371  -0.6003  -0.0480
C  -2.7060  -1.9409  0.3470
C  0.1930  -2.6985  0.5318
C  2.2259  0.0099  1.4817
O  0.5687  -1.7591  3.9688
C  4.5356  -2.6650  -0.5869
C  -8.5932  3.8249  2.3287
C  4.6285  -1.6496  -3.6876
C  -2.1629  -2.9256  1.2018
O  -3.8841  5.0901  4.0485
H  2.3395  -3.4350  0.7929
H  -6.0020  5.9448  3.0082
C  2.6238  0.9740  -1.6047
H  -9.6426  3.8359  2.0289
C  -0.8676  -3.4926  0.9337
C  4.9575  -0.3650  0.0281
Cl  -1.7765  3.9476  1.8399
H  5.3539  -1.8121  -2.8925
C  4.0578  -1.7468  -6.0434
C  2.3877  3.7605  -1.4196
C  1.4298  1.5600  -1.1815
Co  0.9544  -1.1720  1.1589
H  4.3118  -2.0221  -7.0715
Co  1.0171  -2.0446  -1.0637
H  5.9293  -2.4459  -5.2183
O  -4.0284  2.6079  4.3862
C  1.6278  -2.6866  0.5028
C  -3.3592  3.5146  2.0350
C  -6.5958  2.5905  2.9325
H  -3.7892  2.8170  1.3278
H  -0.6683  -4.5459  1.1467
H  3.9783  -3.3978  -1.1752
O  2.9885  0.7909  1.8742
O  -0.9400  -0.6393  -2.7008
C  -3.9138  -1.3303  0.6454
C  4.9589  -1.9910  -5.0057
H  4.6074  1.3471  -2.3863
H  5.8126  -4.1437  0.3203
H  2.1353  -0.9033  -6.5736
C  -4.5872  -1.6652  1.8275
H  -8.3955  5.9831  2.3212
H  2.2972  4.8471  -1.3306
C  -7.8971  5.0276  2.4904
C  3.5737  3.1869  -1.8867
H  1.5354  -0.3245  -4.2323
H  -2.1893  -1.7244  -0.5934
C  -0.4930  -0.1867  0.9139
C  1.3086  2.9474  -1.0748
C  4.2103  -1.3047  -0.6843
C  3.3684  -1.1058  -3.3927

Its highest occupied orbital energy is -0.6 eV. Its charge is -2. The HOMO-LUMO gap comes out at 4.4953 eV. The total energy is -5994.78539 hartree. The calculation puts the LUMO energy at 3.9 eV. For the energy relative to the best compared isomer or geometry (same formula, charge and spin), the calculation gives 2.6 kcal per mole.

# 2
C5H9NO | the ωB97M-V functional and the def2-TZVPD basis

Atoms and positions in Å:
H  -1.4153  -1.5692  -0.7045
C  -1.9082  -0.8914  -0.0087
N  1.2419  1.6133  -0.1095
C  2.4078  -0.4848  -0.4480
H  -2.5118  1.2539  0.0696
H  -2.8549  -1.2542  0.3818
C  1.2776  0.3587  0.0610
H  3.0222  0.1056  -1.1266
H  0.4275  2.0324  0.3386
O  0.3815  -0.4543  0.7075
H  -1.1517  0.9115  -1.1106
H  2.0073  -1.3671  -0.9557
C  -0.9738  -0.1088  0.8627
H  -1.2609  0.1059  1.8923
C  -1.7108  0.5855  -0.2379
H  3.0215  -0.8371  0.3881

Its highest occupied orbital energy is -10.0 eV. Its charge is 0. The HOMO-LUMO gap comes out at 11.0159 eV. The total energy is -325.86470 hartree. The calculation puts the LUMO energy at 1.1 eV. Its SMILES is [H]/N=C(/C)OC1CC1. For the energy relative to the best compared isomer or geometry (same formula, charge and spin), the calculation gives 45.7 kcal per mole.

# 3
C20H51BNO14V2 | the ωB97M-V functional and the def2-TZVPD basis

Atoms and positions in Å:
H  -4.0338  12.3363  12.3414
H  -6.2764  9.6532  10.9996
V  -1.6916  10.5346  8.2540
C  -5.2666  12.4606  6.6129
H  -5.0938  14.5030  7.3962
C  -6.4155  7.4614  12.2564
H  -1.4709  8.4163  10.8127
H  -1.3452  12.1154  14.2793
H  0.8853  9.1108  8.4432
O  -4.0590  13.5927  10.0220
H  -0.6778  10.5266  14.4000
H  -6.1583  10.4495  13.9106
C  0.0753  7.3354  13.3999
H  -4.8515  12.1934  7.5847
H  -2.7510  6.4295  13.2090
H  0.2298  12.8779  9.5444
C  -4.9832  13.8790  11.0495
C  -6.7520  12.1077  6.4616
C  -2.4538  7.3035  12.6295
H  -6.4182  13.3045  9.5673
H  -5.0638  14.9655  11.0824
C  0.2828  12.0425  10.2425
C  -6.2937  13.2028  10.6454
H  -0.7551  6.2778  11.7208
H  0.0343  8.3193  13.8672
H  -7.3899  12.9014  6.8504
H  1.9697  9.9281  9.5339
H  -4.2737  10.8737  6.0786
O  -5.5716  7.9873  7.6890
O  -2.7145  7.5439  6.7271
O  -3.2502  10.9512  9.7183
C  -5.0422  13.9870  6.4375
N  0.0335  10.6924  9.6120
H  -3.1057  7.3246  11.7561
C  -4.3858  13.3679  12.3403
C  -5.7541  9.4951  13.5732
O  -2.1025  11.8377  7.4210
O  -1.2203  8.9562  6.8055
H  2.0704  11.8806  8.1341
C  -0.6302  12.3150  11.5220
C  -0.9416  7.2110  12.2524
H  -2.5620  8.2252  13.2011
B  -4.1821  5.8755  9.2062
C  1.5662  11.0316  7.6722
H  -4.3615  5.6922  8.1581
H  2.2504  10.5081  7.0044
C  -2.3357  8.6315  6.3522
C  1.1468  10.0925  8.8381
H  -0.4097  13.3440  11.8058
O  -2.7138  9.1411  9.6423
H  -0.2295  12.5589  5.4905
V  -4.1403  7.9725  8.3518
O  -4.6704  9.3498  9.9208
O  -0.6746  8.2401  11.3190
H  1.2946  12.0783  10.6465
H  1.0553  7.1566  12.9573
H  -4.7915  9.7093  13.1087
H  -3.2392  6.3939  9.2867
H  -5.7189  8.8667  14.4630
H  -7.1423  13.5197  11.2516
O  -7.0515  9.7195  11.5621
H  -4.0923  14.2556  5.9753
H  -4.1617  4.9973  9.8328
C  0.7542  12.1749  5.7607
H  -0.1160  10.0420  10.3701
H  -7.6952  8.7986  13.2495
H  -6.3122  6.6935  13.0230
H  -1.6912  12.1399  11.3439
H  -6.1716  12.1406  10.8572
H  1.4127  13.0050  6.0164
O  -0.1482  11.5065  12.5585
C  -6.7796  8.8874  12.6648
H  -5.7935  14.4241  5.7798
H  -1.9872  10.8249  13.2906
H  1.1743  11.5671  4.9594
H  -4.9466  6.5313  9.5932
H  -5.4546  7.5440  11.7485
H  -0.0913  6.5820  14.1698
H  -7.0745  7.1219  11.4572
O  0.4622  11.4209  6.9452
O  -3.2286  9.3906  6.7445
H  -7.0906  11.9529  5.4371
H  -3.5767  14.0146  12.6797
O  -4.5846  11.6914  5.6832
C  -1.0622  11.2497  13.6807
C  -3.5771  9.8778  10.1753
H  -5.1195  13.4911  13.1370
H  -6.8610  11.2229  7.0887
H  -3.9161  12.6435  10.0085

Its highest occupied orbital energy (alpha / beta) is -5.9 / -6.0 eV. Its charge is -1. The HOMO-LUMO gap (alpha / beta) comes out at 8.0218 / 8.0816 eV. Its spin multiplicity is 3. The total energy is -3813.51301 hartree. The calculation puts the LUMO energy (alpha / beta) at 2.1 / 2.1 eV. For the energy relative to the best compared isomer or geometry (same formula, charge and spin), the calculation gives 109.4 kcal per mole. The expectation value of S² is 2.05.